This record from the OMol25 dataset describes C8H19N2S2 as an isolated structure. The level of theory is wB97M-V/def2-TZVPD.

Results
Molar mass (g mol⁻¹): 207.39
Relative energy (zero: lowest compared OMol25 entry of this formula, charge and spin) (kcal per mole): 0.00
Total charge: +1
HOMO-LUMO gap (eV): 7.078
DFT total energy (hartree): -1221.80926
E_HOMO (Ha): -0.40566

CARTESIAN COORDINATES (ANGSTROEM)
C 3.1953 -1.4346 0.5334
C 2.2475 -0.2679 0.6008
N 1.9318 0.3148 -0.7036
C 1.2067 1.5737 -0.5855
C 2.1352 2.7461 -0.2691
C 1.4487 -0.6015 -1.6548
S 2.4287 -1.2483 -2.7529
S -0.2021 -1.2501 -1.7374
C -1.2482 -0.5280 -0.4588
C -2.6622 -1.0606 -0.6681
C -3.6636 -0.3092 0.1831
N -3.3602 -0.4919 1.6527
H 3.5524 -1.6933 1.5200
H 2.7171 -2.3021 0.0979
H 4.0203 -1.1628 -0.1056
H 1.3359 -0.5207 1.1576
H 2.7491 0.5092 1.1641
H 0.4786 1.5006 0.2280
H 0.6314 1.7742 -1.4757
H 3.1751 2.4564 -0.2916
H 1.9064 3.1620 0.7006
H 1.9674 3.5433 -0.9765
H -1.3001 0.5469 -0.5153
H -0.9193 -0.7766 0.5484
H -2.9631 -0.8671 -1.6880
H -2.7147 -2.1267 -0.4764
H -3.5459 0.7428 -0.0263
H -4.6796 -0.6067 -0.0163
H -4.1426 -0.2046 2.2457
H -2.5485 0.0630 1.9265
H -3.1775 -1.4802 1.8432

---

This record from the OMol25 dataset describes C53H60CsF6N8O5PS7 as an isolated structure. The level of theory is wB97M-V/def2-TZVPD.

Results
Molar mass (g mol⁻¹): 1391.45
Relative energy (zero: lowest compared OMol25 entry of this formula, charge and spin) (kcal per mole): 49.94
Total charge: -2
HOMO-LUMO gap (eV): 4.540
DFT total energy (hartree): -6617.83909
E_HOMO (Ha): -0.05369

CARTESIAN COORDINATES (ANGSTROEM)
Cs -1.2032 0.4444 -0.1724
S -2.3071 -1.2406 8.1617
C -3.5313 -2.4466 8.0452
C -3.9510 -2.6226 6.7642
C -3.2884 -1.7758 5.8533
C -2.3552 -0.9596 6.4352
C -1.5187 0.0299 5.8050
C -1.7120 0.3807 4.4412
N -0.9945 1.2661 3.8209
C -0.0188 1.9079 4.4796
C 0.2546 1.6678 5.8493
C 1.2705 2.4357 6.4959
C 1.9920 3.3567 5.8143
C 1.7810 3.5822 4.4197
C 2.5499 4.4653 3.6578
C 2.3036 4.6037 2.2953
C 1.1986 3.8823 1.7645
N 0.4709 3.0631 2.4587
C 0.7542 2.8650 3.7570
C 3.1545 5.3785 1.4294
C 3.1051 5.4963 0.0622
C 4.1607 6.2588 -0.4730
C 5.0116 6.7308 0.4756
S 4.5390 6.2436 2.0570
C -0.5114 0.6937 6.4932
H -3.8525 -2.9529 8.9358
H -4.7068 -3.3373 6.4790
H -3.4879 -1.7770 4.7959
H -2.4987 -0.0788 3.8553
H 1.4434 2.2776 7.5537
H 2.7436 3.9541 6.3165
H 3.3576 5.0167 4.1281
H 0.9064 3.9925 0.7280
H 2.3316 5.0560 -0.5437
H 4.2884 6.4429 -1.5260
H 5.8919 7.3329 0.3568
H -0.3312 0.4504 7.5345
F -6.4735 1.6464 0.0424
C -5.7214 2.5250 -0.6400
F -6.2966 3.7249 -0.4884
F -5.8116 2.1966 -1.9319
S -3.9335 2.5156 -0.0628
O -3.4865 1.2017 -0.4046
O -4.0063 2.8527 1.3221
N -3.4332 3.6661 -1.0118
S -1.9137 4.0139 -0.7856
O -1.0878 2.8631 -0.5912
O -1.6742 5.1571 0.0408
C -1.5159 4.7104 -2.4821
F -1.7162 3.8887 -3.5030
F -0.2335 5.1056 -2.5176
F -2.2644 5.8052 -2.7054
C -3.3055 -1.1486 -4.2765
C -2.0137 -1.8019 -3.7774
C -1.8719 -3.1879 -4.4053
C -2.1892 -1.9330 -2.2663
P -0.5803 -0.5226 -4.0363
N -0.5500 0.6292 -3.0517
C -0.7990 0.1250 -5.8805
C 0.5075 0.8457 -6.2207
C -1.1235 -0.8425 -7.0184
C -1.8737 1.2165 -5.7861
C 1.0942 -1.5390 -4.0376
C 2.1979 -0.4839 -3.9037
C 1.4159 -2.4881 -5.1917
C 1.1025 -2.3254 -2.7248
H -4.1645 -1.6753 -3.8493
H -3.3981 -1.1892 -5.3606
H -3.3449 -0.1124 -3.9425
H -2.8192 -3.7246 -4.2935
H -1.1067 -3.7771 -3.9035
H -1.6332 -3.1314 -5.4665
H -3.0484 -2.5762 -2.0517
H -2.3748 -0.9530 -1.8306
H -1.3216 -2.3543 -1.7696
H 1.2958 0.1458 -6.4928
H 0.8237 1.4401 -5.3642
H 0.3575 1.5163 -7.0734
H -0.3465 -1.5953 -7.1395
H -1.1909 -0.2738 -7.9526
H -2.0732 -1.3526 -6.8725
H -1.8631 1.6322 -4.7770
H -2.8692 0.8423 -6.0155
H -1.6592 2.0310 -6.4833
H 2.5525 -0.1240 -4.8662
H 3.0642 -0.8827 -3.3686
H 1.7990 0.3567 -3.3331
H 1.4917 -1.9664 -6.1454
H 0.6683 -3.2732 -5.2805
H 2.3823 -2.9677 -4.9994
H 0.8264 -1.6688 -1.8980
H 2.1044 -2.7308 -2.5371
H 0.4170 -3.1698 -2.7436
O -0.6404 -1.9153 0.5513
C -1.1883 -3.0103 1.0925
C -1.2337 -4.2119 0.1382
C -0.1561 -4.8613 -0.3814
C -0.4995 -5.9403 -1.2318
C -1.8438 -6.0981 -1.3525
S -2.7027 -4.9326 -0.4174
C -2.6040 -2.7570 1.6209
C -3.3706 -1.6673 1.3631
C -4.6143 -1.6674 2.0460
C -4.7824 -2.7775 2.8095
S -3.4120 -3.8289 2.7215
C -0.3616 -3.4635 2.2953
C -0.1967 -4.6370 2.9645
C 0.7090 -4.5081 4.0470
C 1.2030 -3.2460 4.1540
S 0.5871 -2.1898 2.9381
H 0.8554 -4.5674 -0.1495
H 0.2268 -6.5709 -1.7247
H -2.3847 -6.8311 -1.9243
H -3.0529 -0.8912 0.6891
H -5.3313 -0.8630 1.9631
H -5.6265 -3.0701 3.4105
H -0.6875 -5.5586 2.6908
H 0.9735 -5.3183 4.7098
H 1.9058 -2.8727 4.8763
C 3.6523 1.2606 2.0066
N 2.8483 0.5136 1.0567
C 3.0645 1.0577 -0.2768
N 4.4841 0.9823 -0.6586
C 5.2569 1.7201 0.3334
N 5.0867 1.1943 1.6884
C 5.4737 -0.2144 1.6749
N 4.7077 -1.0044 0.7172
C 3.2825 -0.8749 1.0641
C 4.8902 -0.4177 -0.6079
H 3.4965 0.8511 3.0090
H 3.3485 2.3079 1.9936
H 2.7543 2.1045 -0.2985
H 2.4669 0.4937 -0.9931
H 4.9413 2.7669 0.3200
H 6.3195 1.6705 0.0694
H 5.3169 -0.6280 2.6747
H 6.5404 -0.2793 1.4298
H 3.1275 -1.2971 2.0576
H 2.6804 -1.4424 0.3523
H 4.2894 -0.9841 -1.3227
H 5.9474 -0.4917 -0.8885

---

This record from the OMol25 dataset describes AsF6H24O12 as an isolated structure. The level of theory is wB97M-V/def2-TZVPD.

Results
Expectation value of S²: 0.7586
Molar mass (g mol⁻¹): 405.09
Relative energy (zero: lowest compared OMol25 entry of this formula, charge and spin) (kcal per mole): 18.87
Total charge: 0
HOMO-LUMO gap (alpha / beta) (eV): 9.616 / 3.760
DFT total energy (hartree): -3752.19667
E_HOMO (alpha / beta) (Ha): -0.40936 / -0.40935
2S+1: 2

CARTESIAN COORDINATES (ANGSTROEM)
As 0.4347 0.1851 0.3170
F -0.1696 -1.3437 -0.4306
F -0.1878 -0.2772 2.0045
F 0.8797 1.8371 0.9250
F 1.0658 0.5395 -1.4083
F -1.2228 0.8297 -0.1520
F 2.0095 -0.5430 0.6732
O -1.2482 -4.1182 -0.2223
H -2.1223 -4.2426 -0.5921
H -1.3833 -3.5287 0.5196
O -4.0111 2.5580 -0.1237
H -3.5133 3.3633 0.0172
H -3.3720 1.9396 -0.4778
O 1.5926 -1.2411 -3.3157
H 1.0013 -0.6202 -3.7414
H 1.7088 -0.8939 -2.4312
O 2.2534 3.1141 -2.6005
H 3.1092 3.3561 -2.9545
H 2.1933 2.1694 -2.7430
O 0.9757 2.2866 3.6537
H 1.8676 2.3221 3.3079
H 0.4162 2.3102 2.8774
O 0.6023 1.0925 -4.3129
H 0.4720 1.8759 -3.7785
H 0.1294 1.2746 -5.1249
O 1.3131 -2.2285 4.1450
H 1.1297 -1.5048 3.5459
H 0.7587 -2.0563 4.9060
O -2.7056 -1.3687 1.2303
H -2.3156 -0.5876 0.8379
H -2.0235 -1.7140 1.8063
O -2.3430 -1.0809 -1.9733
H -1.6678 -0.9322 -1.3113
H -2.2815 -2.0149 -2.1732
O -2.2504 1.6201 4.3058
H -2.1730 2.5383 4.5650
H -1.3672 1.3728 4.0319
O -0.3443 -3.0710 -2.8109
H -0.3146 -3.0715 -1.8542
H 0.4858 -2.6754 -3.0767
O 4.4745 0.7893 1.0347
H 4.4285 1.4997 1.6745
H 3.7151 0.2405 1.2304

---

This record from the OMol25 dataset describes one molecule with the formula C5H6O. The level of theory is wB97M-V/def2-TZVPD.

Results
Molar mass (g mol⁻¹): 82.10
Relative energy (zero: lowest compared OMol25 entry of this formula, charge and spin) (kcal per mole): 105.69
Total charge: 0
HOMO-LUMO gap (eV): 9.429
DFT total energy (hartree): -269.17781
E_HOMO (Ha): -0.30676
SMILES: C1=C2O[C@H]2CC1

CARTESIAN COORDINATES (ANGSTROEM)
C 0.1831 1.4016 0.0616
C 1.2545 0.6056 -0.0821
O 2.1683 -0.2632 0.2357
C 1.0016 -0.8357 -0.3823
C -0.3744 -0.9194 0.3197
C -1.0213 0.4517 -0.0580
H -0.0046 2.4224 0.1630
H 0.9761 -1.2554 -1.4493
H -0.3349 -1.0613 1.4501
H -0.7583 -1.8920 0.0764
H -1.7356 0.8075 0.6895
H -1.3546 0.5383 -1.0245

---

This record from the OMol25 dataset describes one molecule with the formula C21H27ClN2O5. The level of theory is wB97M-V/def2-TZVPD.

Results
Molar mass (g mol⁻¹): 422.91
Relative energy (zero: lowest compared OMol25 entry of this formula, charge and spin) (kcal per mole): 48.90
Total charge: 0
HOMO-LUMO gap (eV): 9.799
DFT total energy (hartree): -1762.26719
E_HOMO (Ha): -0.34013
SMILES: COc1c(C)cc(C(=O)NCCCOCCNC(=O)C#C[C@H]2CCOC2)cc1Cl

CARTESIAN COORDINATES (ANGSTROEM)
C 3.7138 1.2289 -6.3125
O 2.2994 1.2525 -6.1306
C 1.9132 1.2205 -4.8185
C 1.5598 0.0027 -4.2337
C 1.6498 -1.2665 -5.0319
C 1.1245 0.0016 -2.9172
C 1.0477 1.1738 -2.1772
C 0.5635 1.0578 -0.7630
O -0.1019 0.0969 -0.3980
N 0.9234 2.0467 0.0949
C 0.5130 2.0074 1.4862
C -0.8849 2.5692 1.7186
C -1.2068 2.6363 3.1938
O -1.1662 1.3220 3.7057
C -1.2863 1.2458 5.1046
C -1.5721 -0.1938 5.4618
N -2.9212 -0.6090 5.1311
C -3.3948 -0.7335 3.8427
O -4.5141 -0.3848 3.5332
C -2.4999 -1.3731 2.8903
C -1.8043 -1.8643 2.0439
C -0.9962 -2.4471 0.9858
C -0.2954 -3.7659 1.3358
C 0.0327 -4.2998 -0.0550
O -0.9770 -3.8021 -0.9341
C -1.8040 -2.8697 -0.2414
C 1.3852 2.3820 -2.7681
C 1.8116 2.3982 -4.0837
Cl 2.1967 3.9116 -4.8364
H 3.8870 1.2397 -7.3855
H 4.1822 2.1049 -5.8592
H 4.1459 0.3217 -5.8820
H 1.0737 -2.0555 -4.5515
H 1.2746 -1.1176 -6.0433
H 2.6837 -1.6080 -5.1156
H 0.8303 -0.9280 -2.4452
H 1.5634 2.7570 -0.2104
H 0.5481 0.9727 1.8269
H 1.2469 2.5712 2.0674
H -0.9506 3.5756 1.2965
H -1.6209 1.9442 1.2087
H -0.4716 3.2652 3.7189
H -2.1997 3.0713 3.3604
H -0.3586 1.5767 5.5937
H -2.1055 1.8873 5.4602
H -0.8513 -0.8474 4.9664
H -1.4467 -0.3203 6.5380
H -3.6375 -0.2095 5.7224
H -0.2588 -1.7049 0.6674
H 0.5857 -3.6364 1.9617
H -0.9942 -4.4257 1.8524
H 1.0071 -3.9368 -0.3984
H 0.0355 -5.3903 -0.0993
H -2.7398 -3.3467 0.0695
H -2.0215 -2.0307 -0.8989
H 1.2834 3.3259 -2.2485

---

This record from the OMol25 dataset describes a 10-piece molecular cluster, C51H121N7O10 overall. The level of theory is wB97M-V/def2-TZVPD.

Results
Molar mass (g mol⁻¹): 992.57
Relative energy (zero: lowest compared OMol25 entry of this formula, charge and spin) (kcal per mole): 160.90
Total charge: 0
HOMO-LUMO gap (eV): 7.669
DFT total energy (hartree): -3150.94565
E_HOMO (Ha): -0.27843
SMILES: CC1(C)CCCC(C)(C)N1O.CC1(C)CCCC(C)(C)N1O.CC1(C)CCCC(C)(C)N1O.CC1(C)CCCC(C)(C)N1O.COC[C@H](C)N.COC[C@H](C)N.COC[C@H](C)N.CO.CO.CO

CARTESIAN COORDINATES (ANGSTROEM)
C 4.5123 -0.1985 2.9895
C 5.2891 -0.0567 1.7417
C 5.3890 -1.4281 1.0094
C 4.5356 0.9225 0.8132
C 4.6525 2.3266 1.2847
C 6.0248 2.8493 1.1964
C 6.9653 1.9920 2.1284
C 8.3406 2.5512 1.7451
C 6.6856 2.3208 3.5979
N 6.6967 0.5583 1.9145
O 7.6780 -0.3068 2.3766
H 3.8546 0.6437 3.2050
H 3.8770 -1.0692 2.8272
H 5.3107 -0.3755 3.7102
H 5.9949 -2.1213 1.5929
H 4.4200 -1.9121 0.8881
H 5.9417 -1.3877 0.0708
H 4.9562 1.0690 -0.1817
H 3.5173 0.6753 0.5129
H 4.1692 2.9833 0.5613
H 4.1783 2.4630 2.2566
H 5.8774 3.8901 1.4846
H 6.3016 2.8351 0.1422
H 8.5907 2.3346 0.7065
H 9.1636 2.1198 2.3148
H 8.3963 3.6286 1.9005
H 7.1122 3.3092 3.7685
H 7.3332 1.7295 4.2453
H 5.6739 2.1898 3.9819
H 7.5374 -0.5889 3.2834
C -0.7980 4.1312 2.4428
C 0.1402 3.4981 1.4125
C 0.6062 2.0928 1.7657
C -0.6304 3.2818 0.1302
C -0.5770 4.4591 -0.8682
C 0.8521 5.0904 -0.9013
C 1.4434 5.6161 0.4028
C 2.8684 6.2129 0.2813
C 0.4844 6.7427 0.9756
N 1.3812 4.3684 1.2707
O 2.1005 4.4657 2.4926
H -1.2439 3.2913 2.9755
H -1.4751 4.7531 1.8572
H -0.2838 4.6922 3.2232
H 0.9596 2.0172 2.7941
H 1.4144 1.7782 1.1054
H -0.2811 1.4623 1.7095
H -0.3239 2.3814 -0.4022
H -1.6899 3.0657 0.2675
H -1.3879 5.1759 -0.7387
H -0.6588 4.0403 -1.8712
H 0.7522 5.7117 -1.7913
H 1.4403 4.2264 -1.2103
H 3.6842 5.4977 0.1760
H 2.9579 7.1275 -0.3048
H 3.1293 6.6204 1.2580
H 0.7046 7.0475 1.9986
H 0.4245 7.6584 0.3873
H -0.5641 6.4980 1.1457
H 2.8506 4.0026 2.1123
C -3.1825 -0.8014 -3.3730
C -2.5610 0.1116 -4.5263
C -2.2209 1.4360 -3.9546
C -1.1552 -0.4969 -4.8861
C -0.7771 -0.3889 -6.3228
C -1.9300 -0.7824 -7.3311
C -3.1098 0.1578 -7.1183
C -2.8350 1.6268 -7.7159
C -4.3020 -0.4537 -7.9966
N -3.5029 0.2029 -5.7013
O -4.6867 0.8075 -5.3354
H -2.8083 -1.8226 -3.3006
H -3.0904 -0.2960 -2.4117
H -4.2452 -0.9690 -3.5485
H -3.0624 1.9862 -3.5336
H -1.5458 1.4484 -3.0990
H -1.9919 2.0735 -4.8085
H -0.2926 -0.1720 -4.3043
H -1.2313 -1.5719 -4.7228
H -0.4709 0.6208 -6.5962
H -0.0012 -1.1092 -6.5826
H -2.3347 -1.7757 -7.1371
H -1.5008 -0.8869 -8.3276
H -2.4903 1.6647 -8.7492
H -2.0242 2.1534 -7.2126
H -3.7061 2.2685 -7.5835
H -3.8761 -0.8981 -8.8962
H -4.8966 0.4059 -8.3060
H -4.9161 -1.2093 -7.5067
H -4.5222 1.7531 -5.3583
C -6.4134 -2.1523 2.2447
C -4.9448 -1.5207 2.1816
C -3.8400 -2.4244 2.7464
C -4.6409 -1.3129 0.7249
C -5.0666 0.0150 0.0204
C -4.6971 1.2163 0.8720
C -5.1685 1.1177 2.3370
C -4.4002 2.2554 3.0078
C -6.7027 1.3657 2.5022
N -4.8273 -0.2245 2.8733
O -5.1394 -0.3409 4.2192
H -6.7301 -2.4194 3.2529
H -7.1329 -1.6824 1.5740
H -6.2936 -3.1828 1.9103
H -2.8590 -1.9589 2.8417
H -4.0935 -2.4876 3.8046
H -3.6490 -3.4204 2.3469
H -3.5540 -1.3308 0.6452
H -5.0136 -2.2195 0.2482
H -4.6833 0.0262 -0.9999
H -6.1481 -0.0647 -0.0894
H -5.0710 2.0620 0.2949
H -3.6104 1.2562 0.7968
H -4.5196 3.1623 2.4151
H -3.3652 1.9717 2.8170
H -4.6062 2.3601 4.0730
H -7.1704 1.0683 3.4408
H -7.3203 0.9153 1.7252
H -6.8370 2.4404 2.3797
H -4.2829 -0.1210 4.5931
C 0.4338 -1.5194 1.5451
O 0.4136 -0.7782 0.3844
C -0.1609 -1.3864 -0.7452
C 0.7026 -2.6512 -1.2597
C 1.9856 -2.2231 -1.8999
N -0.1752 -3.2841 -2.2777
H 1.2410 -2.2490 1.4799
H -0.4953 -2.0102 1.8348
H 0.7651 -0.8735 2.3582
H -1.1759 -1.7538 -0.5944
H -0.1657 -0.5898 -1.4893
H 1.0415 -3.3346 -0.4811
H 2.7012 -3.0394 -1.9982
H 2.5961 -1.5516 -1.2963
H 1.7310 -1.7076 -2.8260
H -0.7257 -3.9144 -1.7121
H 0.3567 -3.8043 -2.9608
C -0.7130 -4.8402 3.3347
O -1.4754 -4.8140 4.4671
C -2.3077 -5.9239 4.7226
C -1.6646 -7.3942 4.6587
C -2.7983 -8.5023 4.6229
N -0.7654 -7.4354 5.8346
H -1.2097 -5.0011 2.3779
H 0.0743 -5.5635 3.5466
H -0.1703 -3.8952 3.3090
H -2.7091 -5.7482 5.7206
H -3.1420 -5.8746 4.0229
H -1.0759 -7.4962 3.7471
H -2.2617 -9.4510 4.6097
H -3.4537 -8.4248 3.7554
H -3.4986 -8.5475 5.4570
H -0.4549 -8.3647 6.0800
H 0.1591 -7.1223 5.5751
C 4.4827 5.2175 -3.1490
O 3.6944 4.0761 -3.5176
C 3.7422 3.0895 -2.5200
C 2.6673 2.0524 -2.8402
C 3.1372 1.0718 -4.0396
N 1.3083 2.4097 -3.2235
H 4.2992 5.5462 -2.1261
H 4.0282 5.9563 -3.8091
H 5.5264 5.0781 -3.4307
H 4.7356 2.6468 -2.4476
H 3.5579 3.4229 -1.4987
H 2.5885 1.4168 -1.9582
H 3.8310 0.3220 -3.6595
H 3.6000 1.6425 -4.8448
H 2.2883 0.5680 -4.5017
H 0.9474 3.1204 -2.6032
H 1.3034 2.9734 -4.0615
C -1.6736 -5.9038 -1.5622
O -1.0558 -5.3546 -0.3031
H -0.9442 -6.4770 -2.1346
H -2.4477 -6.6543 -1.4023
H -2.2221 -5.1559 -2.1348
H -0.1280 -5.5024 -0.1059
C -1.5758 0.7292 5.0993
O -2.4196 -0.2993 5.5075
H -0.9692 0.4734 4.2305
H -2.1215 1.6653 4.9807
H -0.9175 0.9316 5.9441
H -2.0040 -1.1317 5.2706
C 2.3737 -6.3479 -0.4633
O 1.6927 -5.8104 0.6644
H 1.6711 -6.2737 -1.2934
H 3.1793 -5.6529 -0.7002
H 2.6028 -7.3986 -0.2858
H 2.4137 -5.7840 1.2976

---

This record from the OMol25 dataset describes an isolated ion of composition C4H7BrN and charge +1. The level of theory is wB97M-V/def2-TZVPD.

Results
Molar mass (g mol⁻¹): 149.01
Relative energy (zero: lowest compared OMol25 entry of this formula, charge and spin) (kcal per mole): 49.82
Total charge: +1
HOMO-LUMO gap (eV): 11.390
DFT total energy (hartree): -2784.99906
E_HOMO (Ha): -0.55286
SMILES: Br[C@@H]1C[N+]12CC2

CARTESIAN COORDINATES (ANGSTROEM)
Br 0.9725 0.7186 -2.4943
C 0.6574 -0.5832 -1.0404
C -0.6916 -1.0975 -0.6911
N -0.0925 -0.1167 0.1673
C 0.2481 0.2441 1.5113
C -0.2929 1.2169 0.5721
H 1.5519 -1.1980 -1.0117
H -1.3707 -0.9330 -1.5694
H -0.9105 -1.9581 -0.2323
H 1.3820 0.2036 1.8444
H -0.4604 -0.1169 2.2545
H -1.2861 1.6251 0.5641
H 0.2927 1.9952 0.1256

---

What max |F| values result from the calculations? In sequence: 0.69 4.13 2.94 2.77 0.36 3.44 4.37 eV/A.